Record 1
DFT (wB97M-V/def2-TZVPD) results for a structure of composition C8H17BeN6O18.

Geometry as ORCA input:
```
! wB97M-V def2-TZVPD RIJCOSX def2/J DEFGRID3
* xyz -3 1
O -1.85999 -0.80599 -3.86377
O -0.83254 1.01354 -4.71700
O 1.60991 0.96933 1.28072
O 1.18866 -1.88499 3.58962
O -0.16533 0.13529 -2.77082
O 2.59756 -3.60267 -1.93694
O -3.51132 -2.90619 -0.15134
O 4.84861 -0.19142 -1.52555
O 2.59483 0.05200 -1.84419
O 0.42465 -3.02809 -1.63943
O -1.07856 1.74680 -0.68538
O 1.13113 -3.80632 -3.61744
O -0.83805 0.13459 1.55627
O 1.17094 -2.12947 1.32985
O -1.74923 -1.61413 -0.52273
O 1.61904 -3.88174 2.65750
O 3.35154 -1.15607 -0.16309
O -3.35515 -0.94571 0.94639
N 1.47319 3.17916 1.86615
N -2.85573 3.05281 -1.21325
N -2.95257 0.75945 -1.46855
N 3.02034 2.47375 0.32214
N -2.00558 1.51050 2.93384
N -0.99913 -0.41350 3.73973
C -1.14822 0.46081 2.68562
C 3.52583 -0.44841 -1.16477
C 1.30593 -3.44097 -2.41573
C -0.96248 0.04718 -3.73834
C -2.83840 -1.88462 0.05791
C 2.03316 2.09637 1.21298
C 1.31183 -2.68458 2.42171
C -2.22922 1.82601 -1.06476
Be 0.55399 -0.52586 -0.53927
H 5.26299 -0.61474 -0.75977
H -2.34473 2.10084 2.19770
H -1.55560 0.70824 -5.28631
H 0.69386 2.99545 2.47230
H -1.32336 -0.01310 4.60153
H -2.22516 1.73961 3.88455
H 3.30620 1.76710 -0.34210
H 2.95939 -4.07242 -2.70113
H -3.87175 0.77874 -1.86004
H -2.73999 -0.20344 0.88671
H 1.72841 4.13307 1.71038
H 1.40200 -2.66027 4.14801
H -2.31712 3.88376 -1.07136
H 3.02606 3.45710 0.13401
H -3.75638 3.08282 -1.65029
H -2.39861 -0.10968 -1.49460
H -0.22585 -1.07992 3.57229
*
```

Calculated values
- E_tot: -2012.7508 hartree
- Energy relative to the best compared isomer or geometry (same formula, charge and spin): 25.5 kcal per mole
- Frontier orbital gap: 4.8 eV


Record 2
DFT (wB97M-V/def2-TZVPD) results for a cluster of 3 separate species, C8H17Br4F2INO2PSi in total.

Geometry as ORCA input:
```
! wB97M-V def2-TZVPD RIJCOSX def2/J DEFGRID3
* xyz 0 1
I -2.15036 3.78748 -0.07989
Br 1.10513 -5.54998 0.34283
Br 1.51908 -6.40765 3.90905
Br -0.15896 1.46012 -3.37970
Br 1.82941 4.03481 -5.12388
P -2.66234 -0.07895 -0.20133
Si -1.34746 1.50317 0.63108
F -1.73666 3.74300 3.34906
F 2.75674 0.09182 0.00655
O -3.86462 -0.51862 1.00919
O 0.89634 -0.91001 1.19542
N -3.42283 0.64597 -1.65316
C 0.96170 1.30591 -4.96842
C 1.30503 0.08953 0.41044
C -0.75553 2.61685 3.36340
C 2.10928 -4.82741 2.92917
C 0.38172 1.29319 -0.21091
C 2.21281 2.14351 -4.83821
C 1.07613 -4.39541 1.91439
C -1.33441 1.29128 2.54945
H 3.07884 -5.06945 2.48683
H 1.30357 -3.39430 1.53624
H 0.05393 -4.40936 2.30240
H -3.39221 -0.80048 1.87033
H 2.93552 1.88001 -5.61703
H 0.93764 2.34353 -0.26533
H 0.30714 2.94453 2.99741
H -0.63460 2.26572 4.48789
H -0.79159 0.31966 2.92498
H -2.63879 0.69248 -2.37133
H -2.47370 1.19688 2.88335
H 0.34121 1.58238 -5.82528
H 2.69299 2.05907 -3.86014
H 1.21521 0.24378 -5.03582
H 2.24568 -4.05496 3.69273
H -4.05885 -0.10696 -2.01860
H 0.15781 0.98884 -1.34317
*
```

Calculated values
- E_tot: -11944.5384 hartree
- SMILES: NP(O)[Si@@](I)(CCF)CC(=O)F.BrCCBr.BrCCBr
- Frontier orbital gap: 7.7 eV


Record 3
DFT (wB97M-V/def2-TZVPD) results for a structure of composition C8H17BrNO.

Geometry as ORCA input:
```
! wB97M-V def2-TZVPD RIJCOSX def2/J DEFGRID3
* xyz 1 1
Br 1.29878 -0.65777 -2.88105
O -0.46562 -0.17834 1.05273
N -1.12442 -1.23705 -1.57784
C 2.13135 -0.97960 1.54817
C -1.80034 -0.35266 0.62943
C 0.10176 1.59732 -0.56824
C -1.91150 -1.52581 -0.34657
C 0.32012 -1.12038 -1.28145
C 1.85438 0.20891 0.63521
C -0.24120 2.67515 0.47094
C 0.42770 0.29049 0.13792
H 2.15417 -1.90907 0.98802
H -0.73392 1.51892 -1.26935
H -0.19583 3.65908 0.01432
H 2.06442 1.12916 1.18332
H 0.97503 1.89876 -1.14516
H -1.50594 -2.42591 0.12323
H 0.45819 2.65270 1.30167
H -1.23833 2.52958 0.87898
H 0.69273 -2.04745 -0.85561
H -2.95623 -1.69786 -0.60923
H 1.37550 -1.04928 2.32393
H -1.29087 -1.95384 -2.29873
H -1.42585 -0.33618 -1.98010
H 3.09276 -0.85209 2.03548
H -2.21488 0.55751 0.18241
H -2.36575 -0.58819 1.53374
H 2.52379 0.19390 -0.22615
*
```

Calculated values
- E_tot: -3018.7468 hartree
- Energy relative to the best compared isomer or geometry (same formula, charge and spin): 0.0 kcal per mole
- Frontier orbital gap: 10.0 eV


Record 4
DFT (wB97M-V/def2-TZVPD) results for a structure of composition C8H17CeClINO4P.

Geometry as ORCA input:
```
! wB97M-V def2-TZVPD RIJCOSX def2/J DEFGRID3
* xyz 2 2
Ce -0.68315 0.46635 0.44451
I 3.32905 -1.21835 0.93811
Cl -0.32564 -1.67709 1.90781
P -0.99359 -1.41646 -1.75848
O 5.69538 -0.22319 -0.45104
O -2.42642 1.89830 1.31987
O -1.62059 2.28263 -2.58208
O -0.34663 2.70125 1.31226
N -3.21564 3.66981 3.19761
C -2.18106 -2.70386 -1.20470
C -1.23697 1.60070 -1.71977
C 0.54265 -2.41574 -1.87176
C -1.44807 -1.20568 -3.48808
C 5.46861 -1.00356 0.44546
C 6.49186 -1.81162 1.22215
C -2.09826 4.13089 2.25068
C -1.59856 2.88146 1.56611
H -3.19194 -2.28310 -1.23644
H -1.30933 4.61508 2.84628
H 0.28396 -3.28705 -2.48076
H 0.88377 -2.70364 -0.87021
H -4.08760 3.41113 2.69343
H 1.32229 -1.81222 -2.34713
H -2.42674 -0.73522 -3.53120
H 6.46497 -1.54884 2.28902
H -3.48147 4.39823 3.89273
H -0.71645 -0.55915 -3.96521
H -2.86038 2.84802 3.72490
H -1.46997 -2.18307 -3.96665
H -2.53849 4.89406 1.58957
H -2.07956 -3.53458 -1.90908
H -1.94401 -3.01549 -0.18059
H 7.49064 -1.57153 0.81896
H 6.30736 -2.88849 1.10372
*
```

Calculated values
- E_tot: -2244.6533 hartree
- Energy relative to the best compared isomer or geometry (same formula, charge and spin): 0.0 kcal per mole
- Frontier orbital gap (spin up / spin down): 6.5 / 6.5 eV


Question: What is the E_tot in the first record?
Answer: -2012.7508 hartree


Question: Among the records above, which one has the lowest E_tot?
Answer: C8H17Br4F2INO2PSi